{
  "formula": "C20H21NO5",
  "method": "wB97M-V/def2-TZVPD",
  "symbols": ["C", "C", "O", "C", "O", "C", "C", "C", "C", "N", "C", "C", "C", "O", "C", "C", "C", "C", "O", "C", "C", "O", "C", "C", "C", "C", "H", "H", "H", "H", "H", "H", "H", "H", "H", "H", "H", "H", "H", "H", "H", "H", "H", "H", "H", "H", "H"],
  "coordinates": [[-3.897, -3.920, 4.013], [-4.606, -3.763, 2.681], [-3.740, -3.063, 1.789], [-4.217, -2.844, 0.556], [-5.314, -3.206, 0.199], [-3.260, -2.119, -0.305], [-2.008, -1.714, 0.151], [-1.141, -1.039, -0.682], [-1.507, -0.753, -2.001], [-0.691, -0.074, -2.881], [0.570, 0.391, -2.674], [1.274, 1.064, -3.600], [2.647, 1.527, -3.417], [3.363, 1.778, -4.372], [3.146, 1.666, -2.023], [4.453, 1.299, -1.727], [4.926, 1.431, -0.441], [4.137, 1.949, 0.586], [4.764, 1.999, 1.790], [4.165, 2.592, 2.921], [2.820, 2.352, 0.285], [2.047, 2.872, 1.298], [0.750, 3.321, 0.999], [2.352, 2.201, -1.012], [-2.767, -1.162, -2.454], [-3.629, -1.834, -1.620], [-2.974, -4.478, 3.883], [-4.540, -4.453, 4.708], [-3.658, -2.944, 4.427], [-4.853, -4.737, 2.243], [-5.538, -3.196, 2.788], [-1.718, -1.932, 1.166], [-0.178, -0.738, -0.302], [-1.082, 0.097, -3.799], [1.002, 0.174, -1.709], [0.867, 1.214, -4.592], [5.081, 0.906, -2.511], [5.932, 1.140, -0.185], [3.266, 2.057, 3.232], [3.918, 3.640, 2.743], [4.918, 2.524, 3.706], [0.107, 2.505, 0.650], [0.356, 3.708, 1.938], [0.759, 4.123, 0.254], [1.357, 2.535, -1.263], [-3.058, -0.944, -3.472], [-4.601, -2.152, -1.964]],
  "forces_ev_per_a": [[-0.030, 0.146, -0.451], [-0.408, -0.278, 0.272], [0.312, 0.132, 0.016], [-0.341, -0.125, -0.055], [0.133, 0.037, 0.052], [0.180, 0.117, -0.120], [-0.303, -0.109, -0.083], [0.187, 0.151, -0.219], [-0.371, -0.293, 0.430], [-0.127, 0.118, -0.631], [0.294, 0.156, -0.095], [-0.245, -0.105, -0.100], [0.063, -0.015, -0.046], [-0.078, -0.046, 0.117], [0.340, 0.110, 0.251], [-0.208, 0.010, -0.073], [-0.158, 0.111, 0.177], [0.046, -0.028, -0.141], [-0.015, -0.144, -0.368], [-0.112, 0.186, 0.483], [-0.020, 0.045, 0.236], [0.470, -0.188, -0.109], [-0.206, 0.076, -0.037], [0.042, 0.011, -0.026], [0.171, 0.068, 0.006], [0.046, -0.069, 0.281], [0.087, -0.073, 0.051], [-0.052, -0.052, 0.083], [0.025, 0.069, 0.102], [-0.005, 0.173, 0.057], [0.128, -0.122, -0.048], [0.045, -0.006, 0.069], [0.087, 0.027, 0.043], [0.068, -0.038, 0.190], [-0.007, 0.000, 0.055], [-0.059, 0.017, -0.106], [0.072, -0.024, -0.086], [0.114, -0.037, 0.049], [0.094, 0.061, -0.012], [0.019, -0.081, 0.028], [-0.064, 0.019, -0.043], [0.025, 0.031, -0.013], [-0.038, -0.013, -0.097], [-0.007, -0.041, 0.008], [-0.082, 0.021, 0.049], [-0.037, 0.017, -0.107], [-0.077, -0.021, -0.042]],
  "nbo_charge": [-0.62, -0.07, -0.52, 0.78, -0.60, -0.21, -0.14, -0.24, 0.19, -0.56, 0.07, -0.38, 0.52, -0.55, -0.16, -0.17, -0.24, 0.26, -0.49, -0.24, 0.28, -0.52, -0.25, -0.29, -0.27, -0.12, 0.21, 0.22, 0.21, 0.19, 0.19, 0.23, 0.21, 0.40, 0.22, 0.22, 0.23, 0.23, 0.18, 0.18, 0.19, 0.17, 0.20, 0.18, 0.23, 0.21, 0.24],
  "molar_mass_g_mol": 355.39,
  "largest_force_ev_per_a": 0.7,
  "energy_ev": -32807.65631,
  "de_lowest_kcal_mol": 53.86,
  "smiles": "CCOC(=O)c1ccc(N/C=C/C(=O)c2ccc(OC)c(OC)c2)cc1",
  "charge": 0
}

=====

{
  "formula": "C30H42FNO12P2S",
  "method": "wB97M-V/def2-TZVPD",
  "symbols": ["C", "C", "C", "C", "C", "C", "S", "C", "C", "O", "N", "O", "C", "C", "C", "O", "C", "C", "C", "C", "C", "F", "C", "C", "O", "H", "H", "H", "H", "H", "H", "H", "H", "H", "H", "H", "H", "C", "C", "O", "P", "O", "O", "C", "C", "O", "C", "C", "H", "H", "H", "H", "H", "H", "H", "H", "H", "H", "H", "H", "H", "H", "H", "C", "C", "O", "P", "O", "O", "C", "C", "O", "C", "C", "H", "H", "H", "H", "H", "H", "H", "H", "H", "H", "H", "H", "H", "H", "H"],
  "coordinates": [[3.596, -2.055, 6.995], [2.188, -2.490, 6.787], [0.896, -1.446, 6.591], [0.721, -0.947, 5.045], [2.102, -0.353, 4.311], [2.129, 0.201, 2.755], [3.775, 0.852, 2.057], [0.723, 0.123, 1.899], [0.789, 0.688, 0.343], [0.749, -0.367, -0.683], [0.151, 0.229, -1.759], [-0.553, -0.567, -2.359], [-0.625, -0.488, 2.619], [-0.683, -1.017, 4.204], [-2.093, -1.564, 4.823], [-2.267, -2.422, 5.828], [-3.497, -1.044, 4.078], [-4.978, -1.038, 4.820], [-6.338, -0.543, 3.982], [-6.311, 0.000, 2.424], [-4.822, -0.009, 1.678], [-4.781, 0.478, 0.250], [-3.500, -0.532, 2.495], [-2.008, -0.597, 1.746], [-2.070, -0.787, 0.400], [4.389, -2.218, 6.118], [4.031, -1.558, 7.975], [1.953, -3.642, 6.786], [1.119, -0.502, 7.276], [-0.021, -1.990, 7.064], [3.140, -0.274, 4.896], [3.880, 2.239, 2.250], [-0.210, 1.323, 0.200], [1.691, 1.402, 0.131], [-5.059, -1.420, 5.923], [-7.391, -0.581, 4.543], [-7.296, 0.350, 1.847], [-5.712, 2.071, -2.665], [-6.218, 3.500, -2.672], [-5.209, 4.414, -3.079], [-4.955, 4.759, -4.690], [-6.468, 4.965, -4.945], [-4.619, 6.381, -4.492], [-5.402, 7.339, -5.195], [-6.564, 7.825, -4.340], [-3.264, 4.529, -4.405], [-2.679, 3.782, -3.358], [-2.472, 2.343, -3.788], [-5.478, 1.741, -3.681], [-6.465, 1.394, -2.253], [-4.801, 1.980, -2.064], [-7.121, 3.570, -3.284], [-6.507, 3.778, -1.654], [-5.750, 6.925, -6.146], [-4.754, 8.185, -5.440], [-7.079, 7.014, -3.815], [-7.294, 8.363, -4.954], [-6.200, 8.512, -3.564], [-3.221, 3.854, -2.416], [-1.698, 4.228, -3.160], [-3.349, 1.946, -4.300], [-2.240, 1.716, -2.921], [-1.639, 2.275, -4.493], [8.157, -2.191, -0.279], [6.733, -1.877, -0.693], [6.127, -2.971, -1.367], [5.353, -4.183, -0.524], [4.579, -3.163, 0.347], [4.110, -4.415, -1.613], [2.766, -4.287, -1.165], [2.248, -2.874, -1.397], [6.217, -5.322, -1.497], [7.429, -5.096, -2.186], [8.612, -5.442, -1.303], [8.173, -2.982, 0.476], [8.642, -1.307, 0.145], [8.749, -2.530, -1.135], [6.158, -1.549, 0.178], [6.744, -1.038, -1.395], [2.684, -4.577, -0.114], [2.156, -4.995, -1.734], [2.968, -2.101, -1.113], [1.320, -2.710, -0.839], [2.035, -2.721, -2.463], [7.511, -4.093, -2.605], [7.434, -5.769, -3.050], [8.490, -5.047, -0.294], [9.538, -5.055, -1.738], [8.706, -6.528, -1.206]],
  "forces_ev_per_a": [[-1.409, -0.525, -0.635], [1.501, 1.098, 0.156], [0.734, -0.338, 2.152], [0.393, 0.525, -3.033], [-2.547, 0.449, -2.396], [-3.973, -1.255, 2.916], [-1.312, -0.381, 0.516], [0.854, -1.253, 2.465], [-1.357, 1.416, 1.228], [-0.037, 0.666, 1.665], [-2.822, -2.349, -2.186], [2.571, 2.294, 1.558], [1.621, 0.259, 0.929], [3.334, 1.236, -1.280], [-1.804, -2.812, 2.549], [1.604, 5.261, -5.722], [-3.821, 1.399, -1.951], [0.743, 0.880, -3.883], [2.921, 0.206, -1.707], [3.805, -1.537, 2.079], [-0.909, -0.782, 2.377], [0.079, -1.672, 4.877], [-0.576, 0.152, 1.092], [-1.602, -0.860, -5.302], [1.072, 1.458, 8.400], [-1.398, -1.222, 2.624], [-1.515, 0.430, -2.621], [0.548, 2.338, -1.675], [-0.450, -1.742, -1.596], [1.334, 1.240, -1.491], [-2.761, -0.328, -1.261], [-0.915, -1.277, 0.225], [2.171, -1.314, 0.425], [-1.523, -1.598, 0.855], [0.099, 0.866, -2.436], [2.694, 0.117, -1.397], [2.584, -0.880, 1.455], [0.148, -0.076, 0.024], [-0.357, -0.261, 0.423], [0.064, -1.091, -0.405], [-0.991, 5.285, 7.853], [1.978, -2.606, -3.458], [0.804, -0.773, -1.515], [-0.470, 0.236, -0.081], [0.001, 0.270, 0.293], [-1.704, -0.034, -2.469], [0.293, -1.133, 0.272], [0.439, -0.178, 0.026], [-0.067, -0.035, 0.031], [0.061, 0.078, -0.048], [-0.157, -0.028, -0.054], [0.210, 0.186, -0.064], [0.140, 0.147, -0.050], [-0.083, 0.039, 0.193], [0.118, -0.153, 0.114], [0.106, -0.025, -0.321], [0.089, -0.067, 0.078], [-0.040, -0.087, -0.175], [-0.286, 0.063, -0.361], [-0.096, 0.265, -0.402], [-0.062, 0.010, 0.203], [-0.046, -0.034, -0.170], [-0.081, -0.026, 0.083], [0.143, -0.079, -0.023], [0.195, 0.526, -0.047], [0.927, -0.175, 0.781], [-2.519, 5.262, -7.593], [1.797, -3.479, 2.697], [0.629, -1.551, 1.085], [-0.497, 0.375, 0.154], [-0.154, -0.017, -0.251], [-1.223, -0.190, 2.622], [1.083, -0.016, 0.159], [0.309, -0.343, -0.109], [0.026, 0.074, 0.024], [-0.078, -0.073, -0.021], [-0.060, 0.071, 0.111], [-0.111, -0.211, -0.142], [-0.102, -0.149, -0.097], [0.009, 0.176, -0.108], [0.221, -0.018, -0.063], [-0.056, -0.258, 0.199], [0.200, -0.053, -0.137], [-0.016, -0.062, 0.177], [-0.273, -0.007, 0.368], [-0.394, -0.170, 0.208], [0.041, 0.166, -0.116], [-0.045, -0.048, 0.129], [0.009, 0.114, 0.001]],
  "lowdin_charge": [-0.07, -0.14, -0.18, -0.05, 0.02, -0.43, 0.65, -0.03, -0.15, -0.16, -0.04, 0.04, 0.03, 0.03, -0.19, -0.03, -0.01, 0.01, -0.04, 0.01, -0.02, -0.08, 0.03, -0.16, -0.04, 0.08, 0.07, 0.11, 0.13, 0.10, 0.10, -0.12, 0.14, 0.11, 0.10, 0.10, 0.11, -0.08, -0.30, -0.27, 0.77, -0.26, -0.23, -0.31, -0.08, -0.22, -0.29, -0.08, 0.07, 0.08, 0.06, 0.10, 0.12, 0.10, 0.11, 0.07, 0.08, 0.08, 0.11, 0.13, 0.06, 0.07, 0.08, -0.08, -0.30, -0.26, 0.77, -0.26, -0.22, -0.30, -0.08, -0.22, -0.30, -0.08, 0.07, 0.08, 0.07, 0.10, 0.12, 0.10, 0.12, 0.07, 0.07, 0.08, 0.11, 0.13, 0.06, 0.08, 0.08],
  "molar_mass_g_mol": 721.67,
  "largest_force_ev_per_a": 9.6,
  "energy_ev": -89951.40765,
  "smiles": "C=CCc1cc(S)c(CON=O)c2c1C(=O)c1cccc(F)c1C2=O.CCOP(=O)(OCC)OCC.CCOP(=O)(OCC)OCC",
  "charge": 0
}

=====

HOMO (eV)
-8.20 -8.25